No. 1
An isolated ion of composition C2H6N5 and charge +1. Source: OMol25; level of theory: wB97M-V/def2-TZVPD.

Results
- SMILES = [H]/N=C(\N)CN=[N+]=N
- HOMO (eV) = -14.8836
- total energy (Eh) = -353.21709

The geometry in ORCA input format:
```
! wB97M-V def2-TZVPD RIJCOSX def2/J DEFGRID3
* xyz 1 1
H 0.181 -2.052 -0.069
N -0.084 -1.083 -0.081
C 0.760 -0.133 -0.011
N 2.083 -0.187 0.059
C 0.105 1.248 0.000
N -1.289 1.044 -0.052
N -1.792 -0.025 -0.018
N -2.842 -0.548 0.101
H 2.640 0.648 0.127
H 2.567 -1.072 0.052
H 0.366 1.801 0.909
H 0.416 1.844 -0.864
H -3.112 -1.483 -0.153
*
```


No. 2
A 2-piece molecular cluster, C2H6N5 overall. Source: OMol25; level of theory: wB97M-V/def2-TZVPD.

Results
- HOMO (eV) = -13.8435
- total energy (Eh) = -353.19722

The geometry in ORCA input format:
```
! wB97M-V def2-TZVPD RIJCOSX def2/J DEFGRID3
* xyz 1 1
C -0.408 -0.466 -0.954
C 0.969 -1.005 -1.211
N 0.984 -0.057 2.771
N 0.543 0.942 2.463
N -0.251 -1.462 -1.766
N 0.238 1.887 1.785
N -1.231 0.332 -0.368
H 1.763 -0.601 -1.842
H 1.282 -1.586 -0.387
H -0.811 -2.107 -2.349
H 0.201 2.757 2.261
H -0.903 1.203 0.029
H -2.375 0.163 -0.432
*
```


No. 3
An isolated ion of composition C2H6N5 and charge +1. Source: OMol25; level of theory: wB97M-V/def2-TZVPD.

Results
- HOMO (alpha / beta) (eV) = -11.4534 / -11.4490
- total energy (Eh) = -353.19456

The geometry in ORCA input format:
```
! wB97M-V def2-TZVPD RIJCOSX def2/J DEFGRID3
* xyz 1 1
C 1.576 -0.633 0.567
C -0.231 -1.989 -0.258
N 0.775 -1.657 0.334
N 1.052 0.646 0.435
N -0.019 0.972 -0.185
N -1.192 -2.513 -0.846
N -0.297 2.214 -0.056
H 2.368 -0.852 1.207
H 1.575 1.395 0.815
H -1.158 -2.737 -1.834
H -2.101 -2.659 -0.489
H 0.282 2.710 0.503
H -1.025 2.472 -0.629
*
```


No. 4
A 3-piece molecular cluster, C2H6N6O6 overall. Source: OMol25; level of theory: wB97M-V/def2-TZVPD.

Results
- HOMO (alpha / beta) (eV) = -8.9772 / -8.9803
- total energy (Eh) = -859.36895

The geometry in ORCA input format:
```
! wB97M-V def2-TZVPD RIJCOSX def2/J DEFGRID3
* xyz 0 1
C -1.314 1.111 0.189
C 1.307 -1.207 0.198
N -1.088 2.390 -0.044
N -1.181 0.216 -0.871
N -2.116 0.705 1.156
N 1.207 0.106 0.291
N 2.676 -1.191 -1.385
N 0.343 -2.127 0.586
O 0.515 0.599 1.231
O 3.787 -1.170 -1.023
O -0.691 -1.740 1.102
O 1.751 0.859 -0.547
O 2.069 -1.303 -2.384
O 0.590 -3.274 0.202
H -0.304 2.662 -0.779
H -1.037 2.767 0.956
H -1.359 -0.690 -0.511
H -0.804 0.227 -1.706
H -2.158 1.349 1.962
H -2.193 -0.288 1.376
*
```


No. 5
An isolated ion of composition C2H6N7O4 and charge +1. Source: OMol25; level of theory: wB97M-V/def2-TZVPD.

Results
- SMILES = N[C@@H]1C(=[NH2+])NN([N+](=O)[O-])N1[N+](=O)[O-]
- HOMO (eV) = -14.1095
- total energy (Eh) = -763.48489

The geometry in ORCA input format:
```
! wB97M-V def2-TZVPD RIJCOSX def2/J DEFGRID3
* xyz 1 1
N -0.672 -1.456 0.507
C -0.506 -0.672 -0.582
C 0.456 0.679 -0.227
N 1.605 0.490 0.262
N -0.191 1.717 -0.691
N -1.509 1.384 -1.224
N -2.756 2.034 -0.460
O -3.716 1.435 -0.748
O -2.571 3.082 0.096
N -1.624 0.044 -1.221
N -1.899 -0.466 -2.622
O -1.595 -1.596 -2.756
O -2.415 0.333 -3.274
H -1.270 -0.980 1.085
H -0.986 -2.514 0.464
H 0.030 -1.163 -1.436
H 1.831 -0.505 0.443
H 2.426 1.132 0.522
H -0.094 2.689 -0.369
*
```


No. 6
A 2-piece molecular cluster, C2H6NO2 overall. Source: OMol25; level of theory: wB97M-V/def2-TZVPD.

Results
- HOMO (eV) = -3.4007
- total energy (Eh) = -285.04894

The geometry in ORCA input format:
```
! wB97M-V def2-TZVPD RIJCOSX def2/J DEFGRID3
* xyz -1 1
C 0.550 -1.301 -0.394
C 1.010 0.892 0.472
N 0.201 -0.115 0.319
O -2.310 1.258 -0.005
O 2.187 0.969 0.211
H -0.211 -2.089 -0.236
H 0.423 -1.123 -1.451
H 1.373 -1.986 -0.062
H 0.551 1.863 0.924
H -1.365 1.335 0.321
H -2.410 0.298 -0.098
*
```


No. 7
An isolated ion of composition C2H6NO2 and charge +1. Source: OMol25; level of theory: wB97M-V/def2-TZVPD.

Results
- SMILES = CO[N+](C)=O
- HOMO (eV) = -17.9882
- total energy (Eh) = -284.60448

The geometry in ORCA input format:
```
! wB97M-V def2-TZVPD RIJCOSX def2/J DEFGRID3
* xyz 1 1
C 1.868 -0.517 0.001
O 0.493 0.118 0.119
N -0.655 -0.177 -0.372
C -1.608 0.783 0.162
O -0.944 -1.167 -0.904
H 2.473 0.001 -0.752
H 1.598 -1.561 -0.280
H 2.323 -0.585 1.003
H -1.824 1.535 -0.622
H -1.203 1.270 1.134
H -2.519 0.301 0.512
*
```


No. 8
A 2-piece molecular cluster, C2H6NO2 overall. Source: OMol25; level of theory: wB97M-V/def2-TZVPD.

Results
- HOMO (eV) = -15.4520
- total energy (Eh) = -284.73309

The geometry in ORCA input format:
```
! wB97M-V def2-TZVPD RIJCOSX def2/J DEFGRID3
* xyz 1 1
C 1.531 -0.994 1.819
N 0.678 -1.280 0.898
H 1.273 -0.004 2.335
H 2.018 -1.691 2.500
H 0.298 -0.587 0.259
H 1.005 -2.191 0.515
O -0.149 0.492 -0.981
C -0.984 1.125 -1.650
O -1.913 2.079 -1.121
H -1.232 0.871 -2.694
H -2.525 2.179 -1.880
*
```